{
  "formula": "C45H37BrN5O7P2SiY",
  "method": "ωB97M-V/def2-TZVPD",
  "species": ["Y", "C", "C", "C", "C", "N", "C", "C", "C", "C", "C", "C", "N", "C", "C", "C", "C", "C", "N", "H", "H", "H", "H", "H", "H", "H", "H", "H", "H", "H", "O", "P", "O", "O", "O", "P", "O", "O", "O", "H", "H", "Br", "C", "C", "C", "C", "C", "C", "N", "C", "C", "C", "C", "C", "C", "N", "H", "H", "H", "H", "H", "H", "H", "H", "H", "C", "C", "C", "C", "C", "C", "Si", "C", "C", "C", "C", "C", "C", "C", "C", "C", "C", "C", "C", "H", "H", "H", "H", "H", "H", "H", "H", "H", "H", "H", "H", "H", "H", "H"],
  "positions_angstrom": [[-1.199, 0.437, 1.111], [-0.563, 2.809, -2.841], [-1.155, 2.024, -3.829], [-1.664, 0.796, -3.480], [-1.572, 0.342, -2.159], [-0.989, 1.112, -1.204], [-0.522, 2.312, -1.557], [-2.140, -0.925, -1.728], [-2.671, -1.853, -2.629], [-3.239, -3.015, -2.170], [-3.316, -3.230, -0.796], [-2.794, -2.275, 0.052], [-2.179, -1.159, -0.388], [-3.039, -2.365, 1.508], [-3.227, -3.578, 2.156], [-3.559, -3.570, 3.499], [-3.706, -2.357, 4.146], [-3.475, -1.196, 3.429], [-3.133, -1.190, 2.143], [-0.157, 3.784, -3.066], [-1.232, 2.387, -4.845], [-2.157, 0.189, -4.224], [-0.114, 2.915, -0.752], [-2.635, -1.657, -3.689], [-3.656, -3.736, -2.860], [-3.826, -4.100, -0.410], [-3.098, -4.511, 1.625], [-3.700, -4.501, 4.033], [-3.951, -2.309, 5.197], [-3.555, -0.225, 3.899], [1.195, -0.340, 3.817], [-0.317, -0.821, 3.747], [-0.690, -1.798, 4.765], [-1.125, 0.376, 3.363], [-0.297, -1.710, 2.210], [1.066, -2.065, 1.501], [0.659, -3.247, 0.508], [2.164, -2.431, 2.392], [1.269, -0.837, 0.501], [1.776, -1.069, 4.095], [0.870, -4.101, 0.918], [-8.337, 2.877, 0.106], [-6.460, 2.765, 0.402], [-5.820, 1.538, 0.303], [-4.466, 1.462, 0.549], [-3.697, 2.591, 0.912], [-4.382, 3.823, 0.967], [-5.742, 3.904, 0.724], [-2.363, 2.405, 1.168], [-1.569, 3.453, 1.556], [-0.211, 3.316, 1.791], [0.565, 4.439, 2.225], [1.890, 4.301, 2.493], [2.492, 3.023, 2.352], [1.713, 1.985, 1.921], [0.404, 2.076, 1.605], [-6.383, 0.652, 0.041], [-3.972, 0.500, 0.477], [-3.857, 4.738, 1.202], [-6.248, 4.858, 0.785], [-1.986, 4.443, 1.696], [0.070, 5.395, 2.335], [2.475, 5.147, 2.831], [3.538, 2.862, 2.571], [2.161, 1.007, 1.833], [4.619, 3.419, -0.799], [5.335, 2.330, -0.328], [4.734, 1.081, -0.248], [3.398, 0.902, -0.610], [2.698, 2.013, -1.085], [3.296, 3.257, -1.184], [2.573, -0.783, -0.656], [1.814, -1.054, -2.358], [2.132, -0.210, -3.427], [1.687, -0.481, -4.711], [0.945, -1.625, -4.962], [0.641, -2.490, -3.921], [1.053, -2.195, -2.629], [3.815, -2.142, -0.288], [4.695, -2.053, 0.794], [5.590, -3.071, 1.075], [5.615, -4.210, 0.282], [4.752, -4.317, -0.798], [3.866, -3.289, -1.083], [5.090, 4.391, -0.868], [6.366, 2.452, -0.021], [5.323, 0.240, 0.094], [1.664, 1.898, -1.376], [2.731, 4.102, -1.556], [2.752, 0.661, -3.253], [1.940, 0.187, -5.525], [0.607, -1.848, -5.967], [0.090, -3.402, -4.111], [0.808, -2.878, -1.825], [4.662, -1.190, 1.448], [6.260, -2.981, 1.919], [6.308, -5.010, 0.507], [4.774, -5.201, -1.424], [3.206, -3.377, -1.939]],
  "atomic_forces_ev_per_a": [[-0.367, 0.986, 0.796], [-0.169, -0.187, -0.400], [0.202, 0.318, 0.234], [-0.130, -0.438, 0.134], [0.533, 0.918, -0.235], [-0.286, -0.338, -0.886], [-0.084, 0.247, 0.433], [-0.275, -0.784, 0.503], [0.192, 0.335, -0.137], [-0.038, -0.123, 0.272], [0.022, -0.024, -0.338], [-0.035, 0.102, 0.050], [-0.242, -0.431, -0.962], [-0.129, -0.041, 0.271], [-0.001, 0.013, -0.092], [-0.023, 0.027, 0.044], [-0.030, -0.080, -0.062], [-0.221, 0.173, 0.018], [0.214, -0.187, -0.214], [-0.021, 0.024, 0.066], [-0.002, -0.054, -0.018], [0.031, 0.018, -0.033], [-0.049, -0.076, 0.061], [0.029, -0.019, -0.014], [0.015, 0.012, -0.020], [0.016, 0.031, 0.081], [0.003, 0.009, -0.002], [0.027, 0.001, 0.004], [-0.020, 0.047, -0.006], [0.086, -0.002, 0.019], [-0.102, -0.117, 0.168], [0.405, -0.261, 0.743], [-0.104, -0.038, -0.026], [0.101, -0.342, 0.111], [0.269, 0.918, 0.153], [0.176, -0.510, -0.134], [-0.068, -0.100, 0.061], [0.087, 0.029, 0.009], [0.067, -0.599, 0.049], [-0.027, 0.110, -0.132], [0.020, 0.175, -0.139], [0.045, -0.003, -0.014], [-0.142, 0.064, 0.000], [0.016, 0.010, -0.013], [0.015, 0.121, -0.063], [0.181, -0.097, -0.073], [0.066, 0.107, 0.029], [-0.061, -0.144, -0.033], [-0.433, -0.720, -0.133], [0.929, 0.684, 0.206], [-1.135, 0.113, -0.227], [0.688, 0.189, 0.111], [-0.518, 0.273, -0.037], [0.073, -0.534, -0.111], [0.509, 0.371, 0.259], [0.018, -0.142, -0.374], [0.013, -0.010, -0.003], [-0.096, -0.054, 0.020], [0.015, -0.039, 0.024], [0.017, 0.016, 0.004], [-0.040, -0.049, 0.061], [-0.033, -0.012, 0.015], [-0.017, 0.029, -0.017], [-0.021, -0.041, 0.017], [-0.035, -0.046, -0.028], [0.006, -0.051, 0.025], [-0.005, 0.073, -0.001], [0.015, -0.081, 0.040], [-0.122, -0.270, -0.093], [0.001, -0.041, 0.063], [-0.042, 0.049, -0.022], [0.425, 0.370, -0.425], [0.041, 0.000, 0.247], [0.067, 0.057, 0.157], [-0.005, -0.027, -0.103], [-0.048, 0.019, -0.054], [-0.092, -0.003, 0.091], [0.005, -0.012, 0.018], [-0.333, 0.124, 0.026], [-0.090, -0.040, 0.094], [0.035, 0.021, 0.003], [-0.006, 0.002, -0.014], [0.077, -0.055, -0.017], [-0.061, 0.061, -0.073], [-0.005, 0.002, 0.013], [0.009, -0.022, -0.025], [0.008, 0.080, -0.053], [0.142, -0.002, -0.028], [-0.019, 0.004, 0.029], [-0.047, 0.001, -0.045], [0.000, 0.015, 0.020], [0.040, -0.003, 0.007], [-0.062, 0.004, -0.015], [-0.070, -0.007, -0.008], [-0.037, -0.051, 0.066], [-0.010, -0.008, 0.006], [-0.004, -0.001, -0.014], [-0.006, 0.011, 0.002], [0.064, -0.047, 0.037]],
  "lowdin_charge": [1.528, -0.029, -0.040, -0.004, -0.200, 0.042, -0.138, -0.190, -0.007, -0.029, 0.005, -0.205, 0.064, -0.240, -0.008, -0.036, -0.036, -0.118, 0.065, 0.113, 0.114, 0.106, 0.102, 0.107, 0.116, 0.114, 0.112, 0.115, 0.118, 0.127, -0.118, 0.264, -0.234, -0.345, -0.333, 0.283, -0.095, -0.210, -0.284, 0.087, 0.112, 0.674, -0.720, -0.147, -0.056, -0.296, -0.031, -0.144, -0.115, -0.165, -0.319, -0.057, -0.102, -0.104, -0.203, -0.049, 0.095, 0.059, 0.088, 0.097, 0.087, 0.104, 0.095, 0.090, 0.077, -0.073, -0.074, -0.076, -0.228, -0.121, -0.064, 0.704, -0.212, -0.075, -0.078, -0.084, -0.086, -0.111, -0.229, -0.115, -0.069, -0.077, -0.079, -0.083, 0.105, 0.105, 0.083, 0.064, 0.108, 0.098, 0.106, 0.104, 0.105, 0.089, 0.105, 0.108, 0.104, 0.103, 0.091],
  "e_above_lowest_ev": 1.771,
  "e_tot_ev": -166602.9243,
  "homo_lumo_gap_ev": [3.6, 2.5],
  "homo_energy_ev": [-4.7, -4.0]
}